This record from the OMol25 dataset describes a molecular structure, C50H41Cl4GeLiNO2P in a non-equilibrium geometry. The level of theory is ωB97M-V with the def2-TZVPD basis set.

Last column: Löwdin charge in e.
Positions of all 101 atoms, in Å:
Ge (3.987, -0.442, 0.173)  0.712
Cl (-3.739, -2.476, 3.694)  0.683
Cl (-0.072, -7.950, -2.541)  0.496
Cl (-4.842, -5.483, -0.895)  0.710
Cl (2.500, -6.330, -1.928)  0.491
P (0.048, 2.592, -0.449)  1.135
O (-0.559, -0.135, -0.901)  -0.141
O (-1.327, -1.651, 0.538)  -0.109
N (-3.750, -2.930, 0.654)  0.059
C (7.680, -1.497, -1.772)  -0.125
C (-4.098, -4.054, 1.412)  -0.248
C (3.774, 0.800, 2.771)  -0.185
C (6.053, -2.563, 0.116)  -0.169
C (2.703, 2.870, -4.251)  -0.124
C (3.205, 3.187, -2.999)  -0.124
C (-5.901, -2.436, -0.352)  -0.057
C (0.299, 3.894, 1.998)  -0.088
C (-4.634, -0.859, -2.294)  -0.062
C (-1.610, 4.289, -2.014)  -0.085
C (5.931, -0.097, 2.531)  -0.109
C (0.994, 2.860, -2.079)  -0.296
C (-4.071, 3.656, -0.658)  -0.132
C (4.103, 1.381, 4.012)  -0.128
C (-6.015, -0.728, -2.086)  -0.127
C (-5.161, 3.131, -0.090)  -0.116
C (-2.825, 4.962, -2.304)  -0.079
C (-4.026, 4.695, -1.642)  -0.038
C (-1.523, 3.227, -1.085)  -0.308
C (-4.308, -5.143, 3.578)  -0.126
C (0.407, 4.975, 2.861)  -0.098
C (-6.631, -1.578, -1.174)  -0.125
C (-4.464, -2.333, -0.329)  -0.223
C (-2.730, 2.841, -0.506)  -0.114
C (4.679, 0.182, 1.934)  -0.385
C (8.101, -2.677, -1.099)  -0.143
C (2.382, 3.267, -1.902)  -0.103
C (6.314, 0.431, 3.808)  -0.136
C (1.229, -7.529, -1.438)  -1.009
C (5.609, -1.397, -0.474)  -0.378
C (-4.718, -6.415, 1.583)  -0.135
C (-1.292, -1.092, -0.611)  -0.667
C (-5.175, 1.977, 0.580)  -0.120
C (-4.065, -3.952, 2.826)  -0.566
C (6.511, -0.833, -1.426)  -0.141
C (-4.520, -6.352, 2.965)  -0.121
C (1.018, 5.249, 0.128)  -0.098
C (2.645, -1.725, 0.853)  -0.501
C (-4.010, 1.445, 1.032)  -0.075
C (0.860, 6.222, 2.396)  -0.099
C (-4.641, -5.252, 0.819)  -0.568
C (1.358, 2.563, -4.439)  -0.108
C (-2.309, -1.621, -1.651)  -0.048
C (-3.823, -1.560, -1.401)  -0.122
C (5.420, 1.261, 4.498)  -0.166
C (0.560, 4.019, 0.589)  -0.357
C (1.174, 6.348, 1.041)  -0.083
C (-2.785, 1.903, 0.526)  -0.046
C (0.448, 2.731, -3.382)  -0.105
C (7.254, -3.189, -0.176)  -0.153
Li (0.631, -0.781, 0.445)  0.493
H (-0.048, 2.902, 2.371)  0.106
H (5.421, -3.051, 0.847)  0.084
H (7.499, -4.097, 0.395)  0.090
H (-0.873, 4.820, -2.550)  0.085
H (-2.984, 5.694, -3.015)  0.065
H (-7.722, -1.523, -1.093)  0.093
H (-4.537, -7.237, 3.617)  0.105
H (-4.787, -7.385, 1.112)  0.093
H (-4.184, -5.131, 4.660)  0.097
H (0.084, 4.860, 3.876)  0.088
H (6.572, -0.846, 2.046)  0.076
H (0.858, 7.087, 3.002)  0.076
H (-5.023, 5.018, -1.994)  0.107
H (-0.595, 2.614, -3.638)  0.094
H (3.411, 2.807, -5.118)  0.104
H (2.715, 0.890, 2.493)  0.077
H (-3.941, 0.613, 1.741)  0.109
H (-4.240, -0.474, -3.272)  0.123
H (-2.794, -2.467, 0.878)  0.128
H (-6.071, 1.411, 0.975)  0.130
H (2.405, -1.825, 1.927)  -0.117
H (-1.993, -2.643, -1.829)  0.116
H (0.970, 2.330, -5.437)  0.093
H (-6.128, 3.525, -0.305)  0.105
H (7.273, 0.060, 4.227)  0.081
H (2.638, -2.572, 0.155)  -0.126
H (-2.090, -1.136, -2.629)  0.117
H (9.032, -3.115, -1.333)  0.063
H (0.643, -7.120, -0.635)  0.008
H (1.821, -8.379, -1.160)  0.007
H (2.787, 3.662, -0.969)  0.095
H (-6.374, -3.242, 0.204)  0.089
H (8.356, -1.110, -2.507)  0.066
H (-1.885, 1.618, 1.029)  0.075
H (1.107, 5.407, -0.989)  0.115
H (5.716, 1.674, 5.471)  0.070
H (4.281, 3.335, -2.887)  0.101
H (-6.598, -0.134, -2.747)  0.075
H (3.333, 1.986, 4.510)  0.080
H (6.192, 0.000, -2.023)  0.056
H (1.502, 7.272, 0.579)  0.086

## Properties
- Frontier orbital gap: 2.42 eV
- E_LUMO: 3.515 eV
- Charge: -2
- ΔE to the lowest compared entry with this formula, charge and spin: 316.5 kJ/mol